{"formula": "C17H19N", "method": "ωB97M-V/def2-TZVPD", "e_lumo_ev": [-3.2977, -7.0068], "s_squared": 0.77, "orbital_gap_ev": [8.68, 4.94], "total_charge": 1, "multiplicity": 2, "e_above_lowest_kcal_mol": 8.9, "symbols": ["C", "C", "C", "C", "C", "C", "C", "C", "C", "C", "N", "H", "H", "H", "H", "H", "H", "H", "H", "H", "H", "H", "C", "C", "C", "C", "C", "C", "C", "H", "H", "H", "H", "H", "H", "H", "H"], "coordinates": [[2.38, -0.45, -0.65], [3.72, -0.72, 0.04], [1.38, 0.08, 0.34], [1.01, 1.38, 0.51], [0.70, -0.68, 1.34], [-0.05, 0.25, 2.13], [0.68, -2.02, 1.70], [-0.79, -0.16, 3.21], [-0.11, -2.44, 2.78], [-0.82, -1.49, 3.51], [0.16, 1.51, 1.58], [2.50, 0.28, -1.36], [1.94, -1.31, -1.14], [3.54, -1.13, 1.06], [1.41, 2.13, -0.17], [-0.24, 2.34, 1.92], [1.28, -2.73, 1.15], [-1.36, 0.55, 3.74], [-0.07, -3.49, 2.99], [-1.36, -1.85, 4.35], [4.30, 0.22, 0.22], [4.28, -1.49, -0.45], [-2.33, 2.43, -0.91], [-0.93, -0.99, -2.03], [-1.55, 0.01, -1.23], [-0.50, -0.70, -3.31], [-1.73, 1.32, -1.74], [-0.67, 0.58, -3.82], [-1.30, 1.58, -3.04], [-0.73, -1.97, -1.59], [-1.91, -0.25, -0.31], [0.00, -1.45, -3.96], [-0.39, 0.85, -4.82], [-2.65, 3.20, -1.63], [-1.54, 2.79, -0.27], [-1.42, 2.60, -3.43], [-3.19, 2.19, -0.31]], "lowdin_spin": [0.03, 0.02, 0.24, 0.21, 0.01, 0.03, 0.11, 0.05, 0.00, 0.09, 0.15, 0.00, 0.01, 0.00, 0.01, 0.00, 0.01, 0.00, 0.00, 0.00, 0.00, 0.00, 0.00, 0.00, 0.01, 0.00, 0.01, 0.01, 0.00, 0.00, 0.00, 0.00, 0.00, 0.00, 0.00, 0.00, 0.00]}



{"formula": "C17H19N2O5SSc", "method": "ωB97M-V/def2-TZVPD", "e_lumo_ev": -7.7859, "orbital_gap_ev": 6.54, "total_charge": 2, "symbols": ["Sc", "O", "C", "O", "C", "C", "C", "C", "C", "N", "C", "O", "O", "H", "H", "H", "H", "H", "C", "C", "C", "C", "C", "C", "C", "C", "C", "C", "H", "H", "H", "H", "H", "H", "H", "H", "H", "H", "H", "H", "H", "H", "O", "S", "N"], "coordinates": [[0.07, -0.20, -0.30], [1.48, -1.37, 3.51], [0.74, -1.07, 2.48], [1.26, -0.66, 1.39], [-0.66, -1.20, 2.56], [-1.47, -1.73, 3.56], [-2.82, -1.98, 3.33], [-3.30, -1.85, 2.03], [-2.52, -1.28, 1.03], [-1.25, -0.74, 1.36], [-2.67, -1.28, -0.38], [-3.74, -1.62, -1.04], [-1.69, -0.86, -1.09], [2.42, -1.23, 3.31], [-1.01, -2.01, 4.50], [-3.44, -2.40, 4.10], [-4.28, -2.23, 1.80], [-4.48, -1.88, -0.48], [-1.06, -0.60, -4.51], [-0.26, 0.52, -3.86], [-1.17, 1.62, -3.32], [0.73, 0.03, -2.81], [1.52, 0.95, -2.11], [2.50, 0.54, -1.20], [2.73, -0.82, -0.95], [3.83, -1.26, -0.04], [1.90, -1.74, -1.59], [0.92, -1.32, -2.51], [-1.70, -0.19, -5.28], [-1.70, -1.11, -3.79], [-0.41, -1.34, -4.99], [0.38, 0.97, -4.63], [-1.80, 1.25, -2.50], [-1.86, 1.95, -4.10], [-0.63, 2.50, -2.98], [1.38, 2.01, -2.28], [3.09, 1.29, -0.68], [4.74, -1.43, -0.63], [3.59, -2.20, 0.45], [4.07, -0.51, 0.71], [2.01, -2.79, -1.38], [0.30, -2.07, -2.97], [-2.82, 1.15, 3.09], [-2.01, 1.78, 2.09], [-1.20, 0.81, 1.21]], "lowdin_charge": [1.23, 0.22, -0.40, -0.04, -0.16, 0.06, -0.03, 0.04, -0.17, -0.14, -0.39, 0.22, -0.05, 0.16, 0.15, 0.13, 0.14, 0.15, -0.05, -0.35, -0.04, -0.23, -0.04, -0.03, -0.29, -0.01, -0.01, -0.03, 0.10, 0.08, 0.09, 0.16, 0.07, 0.10, 0.08, 0.14, 0.15, 0.12, 0.10, 0.09, 0.15, 0.13, -0.36, 1.08, -0.32]}



{"formula": "C17H19N2O6PRuS2Se", "method": "ωB97M-V/def2-TZVPD", "e_lumo_ev": [2.1429, 2.0728], "s_squared": 0.76, "orbital_gap_ev": [7.00, 6.94], "total_charge": -1, "multiplicity": 2, "symbols": ["Ru", "C", "S", "O", "C", "C", "C", "C", "C", "C", "H", "H", "H", "H", "H", "H", "H", "H", "Se", "C", "N", "O", "C", "N", "O", "S", "O", "O", "O", "C", "P", "C", "C", "C", "C", "C", "C", "C", "H", "H", "H", "H", "H", "H", "H", "H", "H", "H", "H"], "coordinates": [[-0.72, 0.18, -0.41], [0.60, 3.50, -2.76], [1.42, 1.98, -2.29], [0.80, 1.59, -0.96], [2.95, 2.72, -1.73], [3.90, 3.08, -2.67], [5.11, 3.61, -2.25], [5.37, 3.76, -0.89], [4.41, 3.39, 0.04], [3.20, 2.86, -0.37], [0.60, 4.17, -1.90], [-0.41, 3.22, -3.05], [1.14, 3.94, -3.60], [3.71, 2.93, -3.73], [5.86, 3.89, -2.98], [6.31, 4.17, -0.56], [4.61, 3.50, 1.10], [2.44, 2.54, 0.34], [-3.37, -3.17, 2.00], [-2.58, -1.87, 1.07], [-2.03, -1.03, 0.48], [0.34, 1.16, 3.59], [0.24, 0.78, 2.47], [0.22, 0.36, 1.36], [-1.86, 1.56, -1.67], [-1.86, 0.62, -2.87], [-1.77, -0.71, -2.15], [-0.62, 0.83, -3.63], [-3.05, 0.78, -3.66], [0.70, -2.79, 0.41], [0.71, -1.49, -0.85], [0.44, -2.37, -2.40], [2.45, -0.95, -0.92], [3.12, -0.63, 0.26], [4.44, -0.21, 0.22], [5.10, -0.08, -0.99], [4.44, -0.39, -2.17], [3.12, -0.83, -2.13], [0.91, -2.34, 1.39], [1.43, -3.56, 0.18], [-0.30, -3.22, 0.46], [1.25, -3.10, -2.55], [0.39, -1.66, -3.23], [-0.52, -2.87, -2.34], [2.60, -0.69, 1.21], [4.95, 0.04, 1.14], [6.13, 0.26, -1.02], [4.94, -0.29, -3.12], [2.61, -1.05, -3.06]], "lowdin_spin": [0.75, 0.00, 0.00, 0.00, 0.00, 0.00, 0.00, 0.00, 0.00, 0.00, 0.00, 0.00, 0.00, 0.00, 0.00, 0.00, 0.00, 0.00, 0.02, 0.01, 0.00, 0.02, 0.02, 0.03, 0.11, 0.00, 0.02, 0.00, 0.01, 0.01, 0.00, 0.00, 0.00, 0.00, 0.00, 0.00, 0.00, 0.00, 0.00, 0.00, 0.00, 0.00, 0.00, 0.00, 0.00, 0.00, 0.00, 0.00, 0.00]}